1.
# C3H6NOP

An isolated molecule of C3H6NOP (ωB97M-V with the def2-TZVPD basis set, the Open Molecules 2025 dataset).

```
12
Properties=species:S:1:pos:R:3
C -2.086 -1.165 0.196
N -0.872 -0.425 0.074
P 0.730 -1.331 -0.287
C 1.843 0.188 0.074
C 1.286 1.484 -0.251
O 2.949 -0.057 0.421
H -2.076 -2.215 0.049
H -2.786 -0.541 -0.263
H -2.362 -1.229 1.244
H 0.195 1.331 -0.166
H 1.362 1.654 -1.411
H 1.817 2.306 0.320
```

Computed properties:
SMILES string: C/N=P/C(C)=O
HOMO (spin up / spin down): -9.1 / -9.1 eV
Energy above the lowest of the compared OMol25 structures with the same formula, charge and spin: 66.2 kcal/mol
Frontier orbital gap (spin up / spin down): 7.73 / 7.88 eV


2.
# C7H14

A 2-piece molecular cluster, C7H14 overall (ωB97M-V with the def2-TZVPD basis set, the Open Molecules 2025 dataset).

```
21
Properties=species:S:1:pos:R:3
C 2.564 -0.939 -0.278
C 1.375 -1.245 -0.787
C 0.086 -1.286 -0.016
C -0.967 -0.296 -0.567
C -2.269 -0.381 0.223
C -0.389 1.094 -0.628
C -0.743 2.135 0.118
H 2.679 -0.703 0.775
H 3.456 -0.875 -0.895
H 1.290 -1.429 -1.859
H -0.342 -2.298 -0.056
H 0.270 -1.060 1.042
H -1.179 -0.602 -1.603
H -2.118 -0.137 1.282
H -3.020 0.310 -0.176
H -2.682 -1.394 0.176
H 0.429 1.210 -1.336
H -0.238 3.090 0.033
H -1.521 2.078 0.874
H 1.961 1.280 2.117
H 1.382 1.458 1.678
```

Computed properties:
SMILES string: C=CC[C@@H](C)C=C.[H][H]
HOMO: -9.5 eV
Energy above the lowest of the compared OMol25 structures with the same formula, charge and spin: 52.7 kcal/mol
Frontier orbital gap: 10.75 eV


3.
# F12N6Na2O24S12

F12N6Na2O24S12 as an isolated structure (ωB97M-V with the def2-TZVPD basis set, the Open Molecules 2025 dataset).

```
56
Properties=species:S:1:pos:R:3
Na -3.183 -0.026 -3.647
Na 0.363 0.263 -4.256
N -1.165 0.721 -2.569
S -0.863 0.194 -0.940
O -2.049 -0.082 -0.154
O 0.289 0.784 -0.251
F -0.349 -1.260 -1.319
S -1.077 2.177 -2.101
O 0.176 2.872 -2.364
O -1.935 2.694 -0.991
F -1.957 2.632 -3.401
N 3.098 -3.875 -3.342
S 1.972 -3.280 -4.377
O 1.365 -1.967 -4.223
O 1.238 -4.261 -5.230
F 3.118 -2.846 -5.492
S 2.152 -3.869 -2.177
O 1.004 -4.811 -2.290
O 1.989 -2.603 -1.534
F 3.166 -4.598 -1.113
N 0.998 0.271 4.191
S 1.050 -0.015 5.830
O 1.123 -1.416 6.225
O 0.300 0.871 6.748
F 2.497 0.495 6.152
S -0.330 -0.342 4.033
O -1.475 0.456 4.449
O -0.442 -1.784 4.057
F -0.487 0.004 2.474
N -4.773 -2.955 2.437
S -4.838 -2.434 0.852
O -4.251 -3.227 -0.218
O -4.640 -1.012 0.751
F -6.397 -2.637 0.625
S -3.278 -3.212 2.367
O -2.442 -2.036 2.015
O -2.759 -4.586 2.113
F -3.081 -3.276 3.980
N -0.421 4.614 3.254
S -1.032 4.166 1.946
O -0.814 4.865 0.650
O -2.243 3.343 2.033
F 0.130 3.037 1.784
S -1.276 6.104 3.337
O -1.313 6.578 4.698
O -2.442 6.387 2.519
F -0.134 7.024 2.614
N 4.256 -0.725 -3.230
S 3.648 0.205 -2.222
O 2.189 0.159 -2.188
O 4.230 1.462 -1.786
F 4.050 -0.744 -0.977
S 4.195 0.325 -4.549
O 5.002 1.554 -4.506
O 2.835 0.318 -5.137
F 5.013 -0.696 -5.551
```

Computed properties:
HOMO: 0.1 eV
Energy above the lowest of the compared OMol25 structures with the same formula, charge and spin: 242.7 kcal/mol
Frontier orbital gap: 4.12 eV
Total charge: -4


4.
# C18H22F3N6O2PRbS

C18H22F3N6O2PRbS as an isolated structure (ωB97M-V with the def2-TZVPD basis set, the Open Molecules 2025 dataset).

```
54
Properties=species:S:1:pos:R:3
Rb 0.409 0.451 -0.054
F -5.805 0.842 2.257
C -4.827 1.034 1.353
F -3.716 1.329 2.054
F -5.158 2.107 0.636
C -4.639 -0.199 0.500
C -5.431 -1.293 0.725
C -5.301 -2.460 -0.045
C -4.361 -2.460 -1.025
N -3.587 -1.375 -1.238
C -3.649 -0.209 -0.530
S -2.654 1.076 -0.975
H -6.172 -1.252 1.511
H -5.925 -3.323 0.124
H -4.177 -3.299 -1.681
N 2.986 0.978 3.427
C 1.633 1.000 3.750
C 1.320 1.214 5.103
C 0.001 1.257 5.483
C -0.990 1.085 4.518
C -0.581 0.879 3.222
N 0.700 0.833 2.824
C 3.697 0.771 2.254
C 5.099 0.819 2.359
C 5.859 0.615 1.235
C 5.223 0.361 0.021
C 3.848 0.335 0.021
N 3.082 0.537 1.103
H 3.581 1.133 4.224
H 2.110 1.346 5.831
H -0.259 1.424 6.520
H -2.041 1.119 4.765
H -1.326 0.753 2.441
H 5.566 1.014 3.316
H 6.939 0.648 1.298
H 5.782 0.186 -0.886
H 3.309 0.124 -0.900
N -1.531 -1.855 -3.240
C -0.971 -0.619 -3.812
P 0.774 -0.410 -3.345
O 1.123 -1.306 -2.211
O 0.916 1.144 -3.001
C 1.888 -0.540 -4.789
N 2.985 0.413 -4.586
H -2.888 -1.425 -1.997
H -0.818 -2.336 -2.697
H -1.833 -2.486 -3.972
H -1.499 0.255 -3.419
H -1.061 -0.594 -4.899
H 1.326 -0.259 -5.680
H 2.204 -1.580 -4.902
H 3.754 -0.012 -4.083
H 1.742 1.458 -3.442
H 3.347 0.753 -5.467
```

Computed properties:
HOMO: -10.5 eV
Energy above the lowest of the compared OMol25 structures with the same formula, charge and spin: 0.0 kcal/mol
Frontier orbital gap: 8.16 eV
Total charge: +1


5.
# C23H52GdP4S

C23H52GdP4S as an isolated structure (ωB97M-V with the def2-TZVPD basis set, the Open Molecules 2025 dataset).

```
81
Properties=species:S:1:pos:R:3
Gd -0.251 0.430 -0.182
P 2.152 1.298 1.062
P -2.228 2.302 0.235
P 0.811 1.977 -2.459
H 1.285 -4.761 0.879
C 1.560 -4.229 -0.049
C 2.586 -3.373 -0.052
H 3.094 -3.041 0.867
C 2.856 0.635 2.609
C 1.890 3.096 1.425
C 3.573 1.190 -0.084
C -3.806 1.898 -0.616
C -2.733 2.538 1.996
C -1.802 4.000 -0.345
C 2.056 1.167 -3.561
C 1.541 3.646 -2.294
C -0.452 2.262 -3.771
H 1.019 -4.507 -0.961
H 2.931 -2.889 -0.976
H 3.163 -0.402 2.440
H 2.117 0.670 3.413
H 3.728 1.213 2.913
H 0.988 3.200 2.053
H 1.745 3.666 0.492
H 2.753 3.503 1.973
H 3.667 0.139 -0.399
H 4.501 1.488 0.422
H 3.428 1.814 -0.976
H -4.566 2.685 -0.516
H -4.204 0.959 -0.201
H -3.599 1.740 -1.685
H -3.468 3.344 2.105
H -1.848 2.782 2.605
H -3.163 1.600 2.384
H -2.593 4.721 -0.103
H -1.645 3.995 -1.436
H -0.864 4.325 0.131
H 2.021 1.660 -4.544
H 1.835 0.101 -3.678
H 3.061 1.253 -3.135
H 1.675 4.080 -3.295
H 2.502 3.579 -1.770
H 0.871 4.276 -1.693
H 0.073 2.723 -4.619
H -1.245 2.931 -3.423
H -0.893 1.314 -4.099
C -0.606 -1.903 -3.569
C -1.636 -1.638 -4.496
C -1.708 -2.362 -5.687
C -0.761 -3.351 -5.982
C 0.278 -3.602 -5.065
C 0.360 -2.887 -3.870
S -0.394 -0.978 -2.148
H -1.557 -0.910 -1.205
H -2.345 -0.844 -4.274
H -2.519 -2.146 -6.388
H -0.846 -3.955 -6.894
H 1.041 -4.352 -5.284
H 1.192 -3.041 -3.182
C -2.508 -2.928 2.052
C -2.231 -1.662 2.848
P -0.611 -0.842 2.515
C -0.566 0.417 3.876
C 0.020 0.081 5.244
C 0.580 -2.158 3.016
C 0.201 -3.083 4.172
H -2.491 -2.736 0.973
H -3.511 -3.294 2.302
H -1.790 -3.730 2.259
H -2.993 -0.901 2.635
H -2.267 -1.851 3.928
H -1.605 0.758 3.996
H -0.016 1.274 3.457
H 1.051 -0.288 5.213
H 0.039 0.996 5.851
H -0.592 -0.643 5.794
H 0.782 -2.764 2.117
H 1.521 -1.652 3.266
H -0.766 -3.575 4.045
H 0.950 -3.882 4.261
H 0.184 -2.568 5.138
```

Computed properties:
HOMO (spin up / spin down): -17.3 / -17.3 eV
Energy above the lowest of the compared OMol25 structures with the same formula, charge and spin: 0.0 kcal/mol
Frontier orbital gap (spin up / spin down): 7.47 / 5.65 eV
Multiplicity: 8
Total charge: +3


6.
# C2H2BO3

C2H2BO3 as an isolated structure (ωB97M-V with the def2-TZVPD basis set, the Open Molecules 2025 dataset).

```
8
Properties=species:S:1:pos:R:3
B 0.225 -0.030 -0.132
C 1.667 0.800 0.000
C 2.315 -0.542 0.000
O 1.219 -1.267 0.128
O 2.131 1.979 0.078
O 3.495 -0.888 -0.078
H -0.627 0.055 0.724
H -0.076 -0.028 -1.182
```

Computed properties:
HOMO: -4.2 eV
Energy above the lowest of the compared OMol25 structures with the same formula, charge and spin: 0.0 kcal/mol
Frontier orbital gap: 8.11 eV
Total charge: -1


7.
# C6H10F2

An isolated molecule of C6H10F2 (ωB97M-V with the def2-TZVPD basis set, the Open Molecules 2025 dataset).

```
18
Properties=species:S:1:pos:R:3
C 1.061 0.195 0.540
C 0.262 -0.896 -0.065
C -0.121 1.107 0.775
C -0.474 -1.874 0.779
C 0.397 -1.093 -1.572
C -0.570 2.313 0.016
F -0.724 0.887 1.963
F -1.421 2.009 -1.112
H 1.356 -0.034 1.492
H 1.730 0.687 -0.166
H -1.402 -1.386 0.968
H 0.098 -1.896 1.748
H -0.682 -2.902 0.343
H 1.274 -1.724 -1.924
H 0.572 -0.060 -2.016
H -0.565 -1.289 -2.094
H 0.280 2.809 -0.383
H -1.069 3.147 0.709
```

Computed properties:
HOMO (spin up / spin down): -7.3 / -7.6 eV
Energy above the lowest of the compared OMol25 structures with the same formula, charge and spin: 84.2 kcal/mol
Frontier orbital gap (spin up / spin down): 7.74 / 8.47 eV


8.
# C3H7NO2

A 3-piece molecular cluster, C3H7NO2 overall (ωB97M-V with the def2-TZVPD basis set, the Open Molecules 2025 dataset).

```
13
Properties=species:S:1:pos:R:3
C 1.648 0.107 0.395
C 0.513 0.363 0.995
N -0.292 0.704 1.871
O -1.651 0.638 1.597
H 2.110 -0.870 0.478
H 2.158 0.870 -0.182
H -2.019 0.959 2.431
H 1.654 -0.663 -1.595
H 1.056 -0.805 -2.010
C -1.289 -0.323 -0.988
O -0.848 -0.700 -2.045
H -1.502 0.741 -0.781
H -1.538 -1.021 -0.167
```

Computed properties:
SMILES string: C=C=NO.[H][H].C=O
HOMO: -9.7 eV
Energy above the lowest of the compared OMol25 structures with the same formula, charge and spin: 146.9 kcal/mol
Frontier orbital gap: 10.09 eV